w:
Density functional theory data (ωB97M-V with the def2-TZVPD basis set) for the ion C5H10N3OS with charge +1.

Structure (XYZ):
```
20
Properties=species:S:1:pos:R:3:nbo_charge:R:1
C -3.064 -0.615 0.303 -0.2672
O -1.789 -0.891 -0.412 -0.4001
N -1.208 0.317 -0.876 -0.3692
C -0.290 0.791 -0.025 -0.0174
S -0.088 2.530 -0.184 0.0360
N 1.022 0.116 0.011 -0.3109
C 1.217 -1.219 -0.236 -0.0541
C 2.556 -1.383 -0.217 -0.0389
N 3.145 -0.206 -0.004 -0.4697
C 2.177 0.694 0.154 0.2388
H -3.729 -0.162 -0.423 0.1920
H -2.715 0.071 1.127 0.1779
H -3.468 -1.607 0.585 0.2296
H -1.794 0.924 -1.330 0.3926
H -0.770 0.501 1.155 0.1908
H -1.171 2.732 0.678 0.1773
H 0.401 -1.902 -0.408 0.2833
H 3.185 -2.298 -0.519 0.2671
H 4.180 -0.133 0.120 0.4710
H 2.204 1.741 0.502 0.2710
```

The HOMO energy comes out at -13.04 eV. As for the charge: +1. As for the spin multiplicity: 1. Its SMILES is CON[C@H](S)[n+]1cc[nH]c1.

=====

x:
Density functional theory data (ωB97M-V with the def2-TZVPD basis set) for the ion C5H10N3OS with charge +1.

Structure (XYZ):
```
20
Properties=species:S:1:pos:R:3:nbo_charge:R:1
C 1.589 0.136 -1.058 -0.2341
C 0.390 0.618 -1.436 0.0036
C 1.963 -0.256 0.333 0.4111
C -1.280 -0.274 0.095 0.2321
C -2.519 0.063 0.739 -0.1928
N -0.766 0.653 -0.623 -0.5050
N 0.924 -0.400 1.114 -0.7728
N 3.261 -0.431 0.592 -0.7752
O -3.289 1.173 0.336 -0.6680
S -0.916 -1.897 -0.039 0.2795
H 2.315 0.292 -1.745 0.2293
H 0.173 1.221 -2.364 0.2490
H -2.497 0.255 1.820 0.2619
H -3.187 -0.775 0.767 0.2254
H -1.259 1.460 -0.620 0.4273
H 1.210 -0.436 2.079 0.3598
H 3.971 -0.239 -0.107 0.4149
H 3.556 -0.504 1.549 0.4146
H -3.716 0.955 -0.421 0.4717
H 0.076 -1.612 -1.011 0.1677
```

The HOMO energy comes out at -13.00 eV. As for the charge: +1. As for the spin multiplicity: 1.

=====

Short version: x is the most stable of them.

=====

w:
Density functional theory data (ωB97M-V with the def2-TZVPD basis set) for a structure of composition C48H39BrFNO2S2Ta.

Structure (XYZ):
```
95
Properties=species:S:1:pos:R:3:lowdin_charge:R:1
Ta 0.430 1.103 -1.701 1.6485
C -7.643 2.023 -2.597 -0.0343
C -6.301 1.980 -1.930 -0.2439
C -5.734 0.755 -1.562 -0.0070
C -4.492 0.693 -0.967 -0.0410
C -3.807 1.885 -0.742 -0.4136
C -4.333 3.113 -1.110 -0.0582
C -5.588 3.152 -1.697 -0.0179
S -2.199 1.862 -0.040 1.1319
O -1.483 0.801 -0.918 -0.6769
C -2.500 0.891 1.439 -0.3060
C -3.724 1.169 2.090 -0.0714
C -4.145 0.384 3.116 0.0027
C -3.394 -0.753 3.494 -0.1415
C -3.865 -1.631 4.500 -0.0191
C -3.132 -2.718 4.872 -0.0538
C -1.888 -2.968 4.256 -0.0449
C -1.402 -2.128 3.297 0.0091
C -2.146 -0.997 2.874 -0.0901
C -1.651 -0.107 1.865 -0.1198
C -0.151 -0.191 1.719 -0.1392
C 0.522 0.410 2.836 -0.1003
C -0.123 1.334 3.706 -0.0117
C 0.551 1.910 4.743 -0.0437
C 1.899 1.583 5.002 -0.0541
C 2.539 0.681 4.209 -0.0184
C 1.869 0.076 3.118 -0.1442
C 2.510 -0.905 2.336 0.0035
C 1.891 -1.437 1.246 -0.0639
C 0.585 -1.035 0.906 -0.3068
S -0.022 -1.440 -0.730 0.9126
O -1.374 -2.008 -0.682 -0.4129
C 1.067 -2.636 -1.468 -0.3720
C 2.355 -2.301 -1.865 -0.0962
C 3.081 -3.205 -2.619 -0.0112
C 2.531 -4.427 -3.003 -0.2493
C 3.304 -5.384 -3.863 -0.0334
C 1.235 -4.733 -2.594 -0.0150
C 0.493 -3.844 -1.834 -0.0448
H -8.281 1.209 -2.255 0.0847
H -7.526 1.918 -3.677 0.0956
H -8.151 2.967 -2.410 0.0842
H -6.284 -0.159 -1.745 0.1245
H -4.049 -0.253 -0.686 0.1288
H -3.771 4.022 -0.942 0.1181
H -6.015 4.104 -1.982 0.1229
H -4.335 1.996 1.755 0.1183
H -5.072 0.603 3.629 0.1255
H -4.820 -1.421 4.963 0.1184
H -3.498 -3.387 5.637 0.1116
H -1.313 -3.835 4.548 0.1118
H -0.446 -2.343 2.842 0.1160
H -1.156 1.602 3.544 0.1137
H 0.044 2.624 5.377 0.1126
H 2.415 2.048 5.830 0.1126
H 3.570 0.412 4.395 0.1216
H 3.505 -1.232 2.609 0.1306
H 2.398 -2.176 0.647 0.1043
H 2.780 -1.338 -1.619 0.0792
H 4.082 -2.947 -2.936 0.1240
H 4.338 -5.067 -3.980 0.0802
H 2.858 -5.448 -4.856 0.0903
H 3.296 -6.386 -3.435 0.0880
H 0.794 -5.678 -2.884 0.1236
H -0.522 -4.067 -1.537 0.1130
Br 3.242 -1.749 -7.204 0.7661
C 2.470 -0.897 -5.705 -0.6882
C 1.219 -1.300 -5.267 -0.1231
C 0.686 -0.694 -4.141 -0.1401
C 1.375 0.299 -3.432 -0.3341
C 2.621 0.701 -3.933 -0.1216
C 3.169 0.115 -5.062 -0.1163
H 0.682 -2.078 -5.790 0.1070
H -0.290 -1.039 -3.802 0.1023
H 3.183 1.480 -3.433 0.0955
H 4.134 0.428 -5.437 0.1060
C 4.441 0.535 -0.583 -0.0342
C 3.953 1.597 0.360 -0.2172
C 4.823 2.123 1.307 -0.0474
C 4.420 3.119 2.180 -0.0749
C 3.130 3.614 2.105 -0.0488
C 2.228 3.117 1.174 -0.2136
C 0.837 3.667 1.090 -0.0414
C 2.640 2.085 0.315 -0.2629
N 1.727 1.568 -0.598 -0.1510
H 5.510 0.645 -0.760 0.0885
H 3.929 0.584 -1.543 0.0401
H 4.279 -0.460 -0.167 0.0700
H 5.840 1.754 1.343 0.1140
H 5.117 3.522 2.902 0.1069
H 2.815 4.411 2.765 0.1140
H 0.754 4.598 1.648 0.0872
H 0.124 2.960 1.523 0.0477
H 0.536 3.862 0.059 0.0677
F -0.197 2.708 -2.443 -0.4042
```

The HOMO energy comes out at -10.29 eV. As for the charge: +1. As for the spin multiplicity: 1.

=====

x:
Density functional theory data (ωB97M-V with the def2-TZVPD basis set) for a structure of composition C48H39BrFNO2S2Ta.

Structure (XYZ):
```
95
Properties=species:S:1:pos:R:3:lowdin_charge:R:1
Ta -0.869 -1.991 -0.442 1.6589
C 5.785 -3.480 -4.690 -0.0342
C 4.979 -2.990 -3.523 -0.2437
C 4.235 -1.808 -3.626 -0.0073
C 3.471 -1.352 -2.573 -0.0445
C 3.454 -2.099 -1.398 -0.4210
C 4.165 -3.281 -1.267 -0.0583
C 4.936 -3.714 -2.337 -0.0176
S 2.449 -1.596 -0.051 1.1574
O 1.077 -1.355 -0.761 -0.6815
C 3.033 0.084 0.193 -0.3022
C 4.419 0.278 -0.029 -0.0665
C 4.947 1.528 0.021 0.0012
C 4.113 2.647 0.244 -0.1419
C 4.642 3.960 0.229 -0.0196
C 3.839 5.035 0.464 -0.0551
C 2.467 4.842 0.732 -0.0474
C 1.933 3.588 0.762 0.0083
C 2.739 2.446 0.508 -0.0858
C 2.192 1.116 0.534 -0.1322
C 0.859 1.033 1.228 -0.1459
C 0.948 1.086 2.663 -0.1039
C 2.169 0.871 3.350 -0.0070
C 2.219 0.904 4.715 -0.0473
C 1.063 1.176 5.475 -0.0549
C -0.122 1.409 4.842 -0.0204
C -0.206 1.371 3.430 -0.1440
C -1.425 1.651 2.773 0.0027
C -1.519 1.562 1.421 -0.0615
C -0.379 1.218 0.657 -0.3012
S -0.620 0.729 -1.048 0.9187
O 0.503 1.217 -1.866 -0.4134
C -2.115 1.492 -1.610 -0.3701
C -3.351 0.985 -1.229 -0.0974
C -4.496 1.492 -1.817 -0.0106
C -4.421 2.479 -2.799 -0.2487
C -5.661 2.994 -3.471 -0.0346
C -3.166 2.961 -3.168 -0.0160
C -2.008 2.471 -2.586 -0.0413
H 6.163 -2.650 -5.285 0.0849
H 5.164 -4.097 -5.342 0.0957
H 6.627 -4.087 -4.363 0.0842
H 4.263 -1.242 -4.548 0.1249
H 2.892 -0.439 -2.650 0.1265
H 4.121 -3.853 -0.349 0.1183
H 5.505 -4.631 -2.248 0.1233
H 5.055 -0.568 -0.247 0.1156
H 6.007 1.679 -0.134 0.1257
H 5.697 4.091 0.025 0.1186
H 4.248 6.036 0.449 0.1118
H 1.834 5.699 0.917 0.1117
H 0.879 3.466 0.971 0.1171
H 3.075 0.671 2.794 0.1166
H 3.161 0.728 5.218 0.1115
H 1.122 1.203 6.554 0.1118
H -1.022 1.619 5.405 0.1211
H -2.289 1.927 3.365 0.1307
H -2.455 1.764 0.926 0.0964
H -3.422 0.186 -0.502 0.0809
H -5.461 1.098 -1.525 0.1232
H -6.560 2.629 -2.979 0.0799
H -5.692 2.669 -4.513 0.0904
H -5.683 4.084 -3.467 0.0878
H -3.094 3.725 -3.932 0.1237
H -1.032 2.824 -2.889 0.1148
Br -5.609 -1.708 -5.307 0.7684
C -4.323 -1.881 -3.937 -0.6898
C -3.036 -1.415 -4.153 -0.1196
C -2.114 -1.512 -3.120 -0.1482
C -2.451 -2.054 -1.873 -0.3373
C -3.753 -2.543 -1.711 -0.1176
C -4.687 -2.464 -2.731 -0.1192
H -2.766 -0.976 -5.102 0.1071
H -1.114 -1.120 -3.308 0.0974
H -4.056 -2.985 -0.769 0.0963
H -5.692 -2.838 -2.593 0.1059
C -4.178 -0.898 2.022 -0.0330
C -3.085 -1.286 2.977 -0.2237
C -3.295 -1.218 4.350 -0.0461
C -2.297 -1.568 5.245 -0.0729
C -1.070 -2.012 4.769 -0.0482
C -0.821 -2.091 3.409 -0.2126
C 0.507 -2.566 2.892 -0.0408
C -1.833 -1.707 2.517 -0.2689
N -1.559 -1.725 1.152 -0.1540
H -5.155 -1.067 2.471 0.0866
H -4.118 -1.466 1.095 0.0508
H -4.116 0.164 1.764 0.0714
H -4.262 -0.897 4.718 0.1145
H -2.480 -1.515 6.309 0.1069
H -0.292 -2.304 5.464 0.1148
H 1.098 -3.000 3.697 0.0878
H 1.084 -1.734 2.473 0.0435
H 0.384 -3.322 2.114 0.0674
F -0.289 -3.782 -0.437 -0.4044
```

The HOMO energy comes out at -10.36 eV. As for the charge: +1. As for the spin multiplicity: 1.

=====

Short version: x is the most stable of them.

=====

w:
Density functional theory data (ωB97M-V with the def2-TZVPD basis set) for an isolated molecule of C4H6N2.

Structure (XYZ):
```
12
Properties=species:S:1:pos:R:3:nbo_charge:R:1
N 2.189 0.100 0.185 -0.7978
C 0.919 0.268 0.132 0.4050
C -0.105 1.227 0.109 -0.5305
C -1.341 0.588 -0.171 -0.1316
C -1.239 -0.761 -0.283 -0.2708
N 0.166 -1.077 0.022 -0.5594
H 0.659 -1.649 -0.663 0.4331
H 2.666 0.996 0.234 0.3540
H 0.052 2.291 0.213 0.2303
H -2.282 1.116 -0.292 0.2239
H -1.952 -1.559 -0.415 0.2177
H 0.268 -1.540 0.929 0.4262
```

The HOMO energy comes out at -6.72 eV. As for the spin multiplicity: 1.

=====

x:
Density functional theory data (ωB97M-V with the def2-TZVPD basis set) for an isolated molecule of C4H6N2.

Structure (XYZ):
```
12
Properties=species:S:1:pos:R:3:nbo_charge:R:1
C -1.693 -0.144 0.229 -0.5894
C -0.019 0.322 -0.038 0.1471
C 0.911 -0.610 -0.259 -0.2952
N 2.297 -0.213 -0.075 -0.2249
N 2.702 0.905 0.175 -0.2612
C -0.738 1.331 0.387 -0.2749
H -2.578 0.481 0.077 0.2802
H -1.680 -0.833 -0.627 0.2290
H -1.747 -0.671 1.180 0.2401
H 0.703 -1.628 -0.567 0.2197
H 2.931 -1.036 -0.179 0.3077
H -1.089 2.097 -0.303 0.2218
```

The HOMO energy comes out at -7.80 eV. As for the spin multiplicity: 1.

=====

y:
Density functional theory data (ωB97M-V with the def2-TZVPD basis set) for an isolated molecule of C4H6N2.

Structure (XYZ):
```
12
Properties=species:S:1:pos:R:3:nbo_charge:R:1
C -1.572 -0.333 -0.160 -0.4031
N -0.304 0.146 0.448 -0.3880
C 0.667 -0.784 0.143 -0.0848
C 1.793 -0.124 -0.187 -0.1067
N 1.620 1.231 0.035 -0.4414
C 0.373 1.370 0.388 0.1742
H -1.360 -0.994 -1.020 0.2054
H -2.115 -0.939 0.567 0.2074
H -2.170 0.489 -0.539 0.2177
H 0.388 -1.823 0.172 0.2096
H 2.686 -0.561 -0.603 0.2088
H -0.007 2.323 0.754 0.2009
```

The HOMO energy comes out at -8.90 eV. As for the spin multiplicity: 1. Its SMILES is Cn1ccnc1.

=====

z:
Density functional theory data (ωB97M-V with the def2-TZVPD basis set) for an isolated molecule of C4H6N2.

Structure (XYZ):
```
12
Properties=species:S:1:pos:R:3:nbo_charge:R:1
C 0.730 -1.052 -0.864 -0.6325
C 0.525 0.352 -0.349 -0.0278
N -0.590 1.248 -0.540 -0.5692
C -0.292 0.816 0.815 -0.1976
C -1.172 -0.015 1.618 0.2605
N -1.871 -0.596 2.336 -0.3089
H -0.148 -1.703 -0.852 0.2223
H 1.103 -0.987 -1.893 0.2230
H 1.521 -1.525 -0.268 0.2273
H 1.447 0.925 -0.417 0.1935
H -1.435 0.935 -0.980 0.3758
H 0.182 1.601 1.395 0.2335
```

The HOMO energy comes out at -9.83 eV. As for the spin multiplicity: 1. Its SMILES is C[C@H]1N[C@H]1C#N.

=====

Short version: y is the most stable of them.